(1)
Entry from the Open Molecules 2025 dataset: C20H19ClCuN3O5 as an isolated structure (ωB97M-V/def2-TZVPD).

CARTESIAN COORDINATES (ANGSTROEM)
Cu: 0.70 0.44 0.17
C: 1.20 1.09 4.46
O: 1.30 -0.26 4.93
C: 0.54 -1.18 4.24
C: -0.23 -2.04 4.98
C: -0.99 -3.04 4.36
C: -0.97 -3.12 2.98
C: -0.21 -2.25 2.20
C: -0.25 -2.44 0.75
N: 0.07 -1.59 -0.15
N: -0.12 -2.06 -1.45
C: 0.56 -1.35 -2.33
O: 1.36 -0.40 -2.14
C: 0.34 -1.80 -3.76
C: -0.47 -2.88 -4.09
C: -0.64 -3.27 -5.42
C: 0.01 -2.57 -6.44
C: 0.82 -1.49 -6.11
C: 0.98 -1.12 -4.78
C: 0.63 -1.26 2.81
O: 1.44 -0.52 2.16
H: 1.39 1.73 5.33
H: 1.92 1.29 3.67
H: 0.21 1.31 4.06
H: -0.23 -1.92 6.06
H: -1.60 -3.73 4.95
H: -1.56 -3.88 2.47
H: -0.62 -3.41 0.40
H: -0.97 -3.41 -3.29
H: -1.27 -4.11 -5.66
H: -0.12 -2.87 -7.47
H: 1.33 -0.94 -6.90
H: 1.61 -0.28 -4.50
Cl: -3.32 3.38 -0.36
C: -2.02 3.79 0.83
C: -1.03 2.66 1.17
O: -0.51 2.79 2.29
O: -0.83 1.81 0.27
H: -2.51 4.13 1.73
H: -1.46 4.61 0.39
C: 5.19 -0.15 0.04
C: 3.70 -0.46 0.06
C: 2.89 0.77 -0.01
N: 2.55 1.88 -0.05
H: 5.77 -1.08 0.10
H: 5.48 0.48 0.89
H: 5.48 0.37 -0.87
H: 3.39 -0.97 0.98
H: 3.39 -1.07 -0.79

E_HOMO   -0.9 eV
Energy above the lowest of the compared OMol25 structures with the same formula, charge and spin   0.0 kcal/mol
Gap between HOMO and LUMO   5.722 eV
Total charge   -2
LUMO level   4.795 eV

Partial atomic charges computed with the Löwdin method, in multiples of e: 0.3318 -0.0838 -0.1191 -0.2404 -0.0554 -0.1554 -0.1077 -0.1436 -0.1087 -0.0144 0.0352 -0.5124 -0.0712 -0.1374 -0.0480 -0.1173 -0.1382 -0.1135 -0.0377 -0.3194 -0.0848 0.0736 0.0758 0.0739 0.0971 0.0677 0.0887 0.1047 0.0940 0.0841 0.0801 0.0849 0.1054 0.4670 -0.4996 -0.7424 -0.0217 -0.0831 0.0513 0.0617 -0.1079 -0.2181 -0.2964 0.1903 0.0614 0.0710 0.0693 0.1022 0.1062

(2)
Entry from the Open Molecules 2025 dataset: one molecule with the formula C20H19ClO2 (ωB97M-V/def2-TZVPD).

CARTESIAN COORDINATES (ANGSTROEM)
C: 0.00 -5.11 2.05
C: -0.80 -4.08 1.50
C: -1.53 -2.72 0.92
C: -2.28 -2.67 -0.39
Cl: -2.44 -4.15 -1.52
C: -2.96 -1.20 -0.79
O: -4.16 -1.07 -1.40
C: -2.03 0.13 -0.35
C: -2.05 1.39 -1.40
C: -0.59 1.91 -1.90
C: 0.50 0.73 -2.24
C: 0.19 -0.79 -2.74
C: 1.46 -1.82 -3.07
C: 3.06 -1.35 -2.93
C: 3.38 0.18 -2.42
C: 2.11 1.17 -2.09
C: -1.29 0.08 0.96
C: -0.36 1.33 1.45
C: 1.22 0.86 1.17
C: -0.45 1.67 3.05
C: 0.82 2.71 3.40
C: -1.49 -1.33 1.83
O: -1.66 -1.38 3.15
H: 0.46 -5.92 2.80
H: -2.71 1.09 -2.35
H: -2.66 2.26 -0.87
H: -0.06 2.68 -1.20
H: -0.77 2.49 -2.93
H: -0.93 -1.14 -2.86
H: 1.31 -2.94 -3.45
H: 3.96 -2.06 -3.19
H: 4.47 0.64 -2.29
H: 2.36 2.28 -1.76
H: -0.61 2.35 0.88
H: 1.93 1.76 0.96
H: 1.55 0.31 2.18
H: 1.27 0.01 0.34
H: -1.46 2.26 3.25
H: -0.29 0.75 3.76
H: 1.72 1.99 3.68
H: 1.17 3.33 2.46
H: 0.62 3.37 4.34

E_HOMO   -8.6 eV
Gap between HOMO and LUMO   6.695 eV
Total charge   0
LUMO level   -1.864 eV

Partial atomic charges computed with the Löwdin method, in multiples of e: 0.0776 -0.0419 -0.1080 -0.4172 0.5477 -0.1860 -0.0262 -0.0604 -0.1503 -0.1900 -0.1503 -0.0174 -0.0507 -0.0719 -0.0786 -0.0577 -0.0124 -0.2776 -0.0963 -0.2174 -0.1465 -0.1353 -0.0069 0.0682 0.1313 0.1353 0.1027 0.1310 0.0907 0.0869 0.0774 0.0916 0.0947 0.1378 0.0818 0.0964 0.0859 0.1217 0.1100 0.0799 0.0726 0.0778

(3)
Entry from the Open Molecules 2025 dataset: a 2-piece molecular cluster, C20H19F2N2S overall (ωB97M-V/def2-TZVPD).

CARTESIAN COORDINATES (ANGSTROEM)
C: 2.61 1.08 1.37
C: 3.14 1.29 2.79
N: 1.97 1.85 3.45
C: 1.80 2.30 4.82
C: 0.34 2.80 4.88
S: -0.52 2.42 3.35
C: 0.91 1.80 2.60
N: 1.16 1.32 1.41
H: 3.07 1.81 0.68
H: 2.81 0.08 0.97
H: 3.45 0.34 3.23
H: 4.00 1.96 2.80
H: 1.94 1.47 5.54
H: 2.51 3.09 5.10
H: -0.23 2.32 5.67
H: 0.27 3.89 5.04
F: -0.37 1.51 -5.86
C: 0.16 1.73 -4.62
C: 1.00 2.83 -4.44
C: 1.51 3.05 -3.15
C: 1.11 2.26 -2.07
C: 0.23 1.15 -2.25
C: -0.28 0.34 -1.17
C: -0.94 -0.88 -1.39
C: -1.14 -1.89 -0.45
C: -1.93 -3.08 -0.68
C: -2.58 -3.36 -1.92
C: -3.45 -4.44 -2.00
F: -4.11 -4.68 -3.19
C: -3.69 -5.31 -0.94
C: -2.99 -5.09 0.25
C: -2.12 -4.01 0.38
C: -0.17 0.86 -3.59
H: 1.23 3.49 -5.27
H: 2.21 3.86 -3.01
H: 1.46 2.49 -1.06
H: -0.14 0.72 -0.14
H: -1.34 -1.06 -2.40
H: -0.65 -1.79 0.53
H: -2.43 -2.74 -2.81
H: -4.37 -6.15 -1.04
H: -3.13 -5.76 1.09
H: -1.58 -3.85 1.32
H: -0.78 -0.01 -3.82

E_HOMO   -10.9 eV
Energy above the lowest of the compared OMol25 structures with the same formula, charge and spin   1.6 kcal/mol
Gap between HOMO and LUMO   5.278 eV
Total charge   +1
LUMO level   -5.637 eV

Partial atomic charges computed with the Löwdin method, in multiples of e: -0.1981 -0.1199 -0.1327 -0.1700 -0.4274 0.9881 -0.6680 -0.0104 0.1037 0.1074 0.1218 0.1217 0.1243 0.1286 0.0732 0.0815 0.0572 -0.2219 0.0464 -0.0367 0.0087 -0.1736 0.0872 -0.0471 0.0661 -0.1909 0.0753 -0.2189 0.0543 0.0415 -0.0427 -0.0093 0.0731 0.1356 0.1202 0.1057 0.0961 0.0903 0.1388 0.1251 0.1351 0.1211 0.1210 0.1185

(4)
Entry from the Open Molecules 2025 dataset: C20H19F2N5O4V as an isolated structure (ωB97M-V/def2-TZVPD).

CARTESIAN COORDINATES (ANGSTROEM)
V: -0.08 -0.15 -0.19
O: 2.11 -0.29 0.23
C: 2.28 0.42 1.46
C: 1.22 0.02 2.44
C: 1.38 0.07 3.81
C: 0.32 -0.28 4.63
C: -0.87 -0.68 4.03
C: -0.95 -0.70 2.65
N: 0.07 -0.35 1.85
H: 2.10 -1.25 0.45
H: 2.18 1.48 1.21
H: 3.28 0.25 1.87
H: 2.33 0.38 4.22
H: 0.41 -0.25 5.70
H: -1.73 -0.97 4.61
H: -1.87 -0.98 2.14
O: -0.01 1.25 -2.34
C: -0.07 2.17 -1.51
N: -0.14 1.93 -0.18
C: -0.11 3.14 0.50
O: -0.09 3.28 1.70
C: -0.10 4.24 -0.53
C: -0.10 5.62 -0.40
C: -0.04 6.37 -1.57
C: 0.02 5.76 -2.82
C: 0.03 4.37 -2.95
C: -0.04 3.64 -1.78
H: -0.14 6.08 0.57
H: -0.04 7.45 -1.52
H: 0.07 6.37 -3.71
H: 0.08 3.88 -3.91
F: -3.01 0.35 0.39
C: -2.23 -0.41 -0.48
F: -2.62 -1.75 -0.20
H: -2.67 -0.22 -1.47
C: 0.58 -5.51 0.53
N: 0.23 -4.48 -0.44
C: -0.51 -4.76 -1.54
C: -0.81 -3.81 -2.45
C: -0.39 -2.47 -2.15
N: 0.27 -2.19 -1.03
C: 0.72 -3.20 -0.22
O: 1.51 -3.00 0.70
N: -0.67 -1.49 -3.00
H: 0.32 -6.48 0.11
H: 0.04 -5.35 1.46
H: 1.65 -5.47 0.73
H: -0.82 -5.79 -1.66
H: -1.38 -4.03 -3.33
H: -1.26 -1.68 -3.79
H: -0.43 -0.52 -2.81

E_HOMO (alpha / beta)   -6.2 / -5.3 eV
Spin multiplicity   2
Energy above the lowest of the compared OMol25 structures with the same formula, charge and spin   0.0 kcal/mol
Gap between HOMO and LUMO (alpha / beta)   6.505 / 5.646 eV
Total charge   0
LUMO level (alpha / beta)   0.343 / 0.332 eV

Partial atomic charges computed with the Löwdin method, in multiples of e: 0.8311 -0.1259 -0.1506 -0.2461 -0.0122 -0.0606 -0.0495 -0.0829 0.0123 0.0597 0.1229 0.1308 0.1175 0.1055 0.1068 0.1039 -0.0040 -0.4238 0.0577 -0.4054 0.1015 -0.0820 0.0003 -0.0704 -0.0724 -0.0013 -0.0867 0.1197 0.1024 0.1018 0.1172 -0.0884 -0.3635 -0.1221 0.0727 -0.0023 -0.0377 -0.0363 0.0088 -0.3576 0.1051 -0.4672 0.0494 0.2018 0.0893 0.1029 0.0946 0.1334 0.1123 0.1225 0.0648

Number 1: largest force on an atom 0.0080 Eh/bohr. Number 2: largest force on an atom 0.1924 Eh/bohr. Number 3: largest force on an atom 0.0325 Eh/bohr. Number 4: largest force on an atom 0.0118 Eh/bohr.